C2H5NO3 | the ωB97M-V functional and the def2-TZVPD basis

Geometry as XYZ:
```
11
Properties=species:S:1:pos:R:3
C 0.00 0.22 -0.81
C -0.02 -0.40 0.55
N 1.04 1.01 -1.03
O -0.83 -0.16 -1.62
O -0.60 0.51 1.66
O -0.69 -1.66 0.64
H 1.09 -0.58 0.95
H 1.82 1.16 -0.36
H 1.11 1.50 -1.93
H -1.43 0.13 1.79
H -1.48 -1.71 0.15
```

## Properties
Structure (SMILES): NC(=O)C(O)O
Total charge: 0
E_tot in hartree: -359.67052
Max |F| in hartree/bohr: 0.0902